C28H28BN7O4Re | wB97M-V/def2-TZVPD

```
69
Properties=species:S:1:pos:R:3:forces:R:3
Re 0.4357 0.5162 0.6912 2.9889 -2.7737 -1.4621
C -3.8209 -5.0265 0.0708 -1.7917 2.6759 0.6714
C -2.8002 -3.9169 -0.0615 0.1610 0.8605 1.3376
C -2.4367 -3.4302 -1.3137 -0.5472 0.2298 -0.1972
C -1.4487 -2.4932 -1.5515 -0.0127 -0.0859 0.7776
C -0.7891 -1.9217 -0.4418 -0.5061 -1.0223 -0.0565
N 0.2059 -0.9942 -0.6694 0.3739 2.8007 2.2183
C 1.2033 -1.1166 -1.6087 -0.0772 -1.4830 -1.5110
C 1.6083 -2.4453 -1.9703 -0.2602 1.1002 -1.0924
C 2.4360 -2.6684 -3.0581 -0.4681 0.4541 1.8241
C 2.9562 -1.6027 -3.7418 0.6739 0.7907 -0.7406
C 4.0067 -1.8831 -4.7723 -0.4467 -0.9929 -0.8374
C 2.5387 -0.3213 -3.4661 -1.1042 0.3157 1.4304
C 1.6729 -0.0267 -2.3650 0.9259 -1.1569 -0.2350
N 1.4008 1.3337 -2.0079 0.4363 2.1222 -0.8143
C 1.8409 2.4112 -2.7595 -1.2962 0.5233 2.7948
C 1.5617 3.6140 -2.0093 0.6718 -1.1931 -1.6122
C 0.9012 3.2186 -0.8971 -1.5981 -2.9064 2.1186
N 0.8300 1.7750 -0.8055 0.7490 3.6318 -3.3634
C -1.1571 -2.3491 0.8607 -0.2272 -0.3299 -0.5082
C -2.1506 -3.3396 1.0365 1.5488 -0.3674 -0.2386
N -0.3994 -1.9766 2.0298 1.0286 0.2272 2.0057
C -0.3494 -2.6481 3.2719 0.9674 1.0939 -2.9855
C 0.8393 -2.3330 3.8592 0.5493 0.7606 0.2698
C 1.4310 -1.3172 3.0745 -0.4266 -0.2785 0.7315
N 0.6827 -1.0642 1.9931 -1.2604 -1.4877 0.9879
H -3.5505 -5.7126 0.8131 0.7264 -1.4768 0.6160
H -3.9842 -5.3782 -0.9065 -0.1543 -1.2440 -0.9494
H -4.8737 -4.7080 0.4434 1.7465 0.1399 -0.6485
H -3.0756 -3.8027 -2.0790 0.1339 -0.2237 -1.0855
H -1.1210 -2.1936 -2.5565 -0.4485 -0.1390 0.4906
H 1.0872 -3.2507 -1.5003 0.1096 -0.4287 0.4699
H 2.8118 -3.6105 -3.3551 -0.1150 -1.1620 0.0801
H 4.6137 -2.7592 -4.4836 -0.0225 0.6343 0.1220
H 4.6268 -1.0348 -5.0167 0.2116 0.1727 0.0534
H 3.5247 -2.2336 -5.7027 0.1027 0.3322 0.1693
H 2.8249 0.4450 -4.1397 0.5581 0.6903 -0.2260
H 2.2450 2.3430 -3.7520 0.1378 -0.2750 0.0838
H 1.8610 4.6288 -2.2733 -0.4004 -0.4598 -0.1080
H 0.2730 3.7531 -0.1271 1.2357 -0.4383 -0.9843
H -2.0639 -3.8679 1.9860 -1.0070 0.2390 -0.1688
H -1.1051 -3.3313 3.5257 -0.5751 -0.6795 0.3563
H 1.2653 -2.7330 4.7712 -0.2875 0.1206 -0.1096
H 2.3150 -0.7419 3.3964 -0.5719 -0.2720 -0.7725
C 4.7381 3.3428 2.3945 2.2054 1.1438 -0.2083
O 4.3729 2.2070 1.5158 -2.5258 1.1130 1.6068
C 3.0665 1.8688 1.5354 1.4392 -2.8053 -3.4363
O 2.7277 0.8300 0.8438 0.7958 2.5092 2.4456
N 2.1259 2.6851 2.0568 -2.0268 -0.4626 2.3458
N 0.8165 1.9871 2.2586 0.1129 2.1154 -0.9898
H 4.0287 4.1596 2.6517 -0.1177 -0.9048 -0.8225
H 5.6116 3.8609 1.9097 -1.0695 -0.6403 0.0563
H 5.1761 3.0106 3.3349 -0.3574 -0.6563 -0.0333
H 2.3518 3.2792 2.8747 -0.0474 -0.4977 -0.9148
H 0.0103 2.6899 2.1496 1.3002 -0.9216 0.5038
H 0.7554 1.5133 3.1566 0.2283 0.3548 0.3168
O -2.6986 0.6923 0.3706 1.4641 -1.3068 -0.4561
B -1.4485 1.1950 0.7876 -5.1563 2.0082 0.9061
O -1.7781 2.4794 1.4506 0.1661 -1.2208 -0.0358
C -3.1657 2.6189 1.3884 -1.3247 0.2914 -1.0167
C -3.9829 3.7169 1.6640 -1.6559 -0.0744 -0.6653
C -5.3206 3.7410 1.0518 2.7942 0.8646 2.3619
C -5.7545 2.6882 0.3177 -2.2492 -0.4860 -0.5454
C -5.0124 1.5543 0.1520 1.9288 -1.1460 -0.2445
C -3.7235 1.5309 0.6735 0.7274 1.9062 0.2983
H -3.7354 4.5255 2.3472 0.3341 -0.0502 -0.4014
H -5.9497 4.6005 1.2798 0.1518 -0.2609 -0.1814
H -6.7821 2.6639 -0.0931 0.7588 0.3124 0.1824
H -5.3028 0.7528 -0.5036 -0.3088 -0.2246 0.0254
```
Forces are in eV/Å.

The multiplicity is 4. As for the HOMO-LUMO gap (alpha / beta): 7.19 / 5.60 eV. Its charge is +2. As for the HOMO energy (alpha / beta): -12.636 / -12.883 eV.

C28H28ClN4O5S5V | wB97M-V/def2-TZVPD

```
72
Properties=species:S:1:pos:R:3:forces:R:3
V -0.3168 -0.1580 -0.7264 -3.4369 0.0646 1.3511
C -1.7521 -1.9244 1.6520 -0.0590 -0.1236 0.1079
N -0.6257 -2.2273 0.7695 -0.2361 0.6045 -0.2210
C -1.0268 -3.2047 -0.2606 -0.0765 -0.1393 -0.2886
C -1.8848 -2.6320 -1.3900 -0.1486 -0.2535 0.2912
N -1.1666 -1.6786 -2.2661 0.0487 0.4562 0.3720
C -0.2243 -2.4223 -3.1173 0.2017 0.0732 -0.3005
C -2.1040 -0.8932 -3.0424 -0.5324 0.1340 -0.2719
C -2.2777 -1.0322 -4.4106 0.1106 -0.1875 -0.0038
C -3.2110 -0.2568 -5.0855 -0.0920 0.0018 0.0029
C -4.0068 0.6424 -4.3977 0.0263 0.0112 -0.0368
C -3.8253 0.8077 -3.0343 0.0680 -0.0687 0.0106
C -2.8582 0.0693 -2.3667 -0.2242 -0.2717 -0.1561
S -2.5003 0.4168 -0.6879 -1.0651 0.3260 0.1384
C 0.5667 -2.6340 1.4615 0.3796 -0.2134 0.1767
C 0.5421 -2.9658 2.8178 -0.1643 0.0398 0.0167
C 1.6560 -3.4664 3.4726 0.1174 -0.0016 0.0349
C 2.8389 -3.6732 2.7816 -0.0539 -0.0242 -0.0187
C 2.9095 -3.2883 1.4566 -0.0515 -0.0244 -0.0698
C 1.8098 -2.7413 0.8050 -0.2736 0.4371 -0.1427
S 2.1596 -2.0671 -0.7949 1.4698 -1.5251 -0.1654
H -2.1087 -2.8229 2.1737 0.0348 0.0312 0.0264
H -2.5693 -1.5177 1.0640 0.0188 -0.0248 -0.0087
H -1.4605 -1.1631 2.3741 -0.0172 -0.0066 0.0052
H -1.6159 -4.0044 0.2137 0.1130 -0.0040 0.0004
H -0.1281 -3.6599 -0.6750 -0.0028 0.0187 0.0370
H -2.7587 -2.1353 -0.9724 0.0009 -0.0328 -0.0578
H -2.2378 -3.4813 -1.9904 0.0239 0.0833 -0.0343
H -0.7527 -3.1943 -3.6905 -0.0965 0.0370 0.0821
H 0.5317 -2.9104 -2.5136 -0.0170 0.0422 0.0009
H 0.3065 -1.7623 -3.8051 0.1353 -0.0298 0.0426
H -1.6710 -1.7218 -4.9781 0.0457 0.0056 0.0318
H -3.3088 -0.3622 -6.1577 0.0027 -0.0133 -0.0084
H -4.7451 1.2361 -4.9210 0.0131 0.0156 -0.0129
H -4.3979 1.5393 -2.4785 0.0026 0.0183 -0.0110
H -0.3616 -2.8354 3.3946 -0.0338 -0.0343 -0.0538
H 1.5945 -3.7006 4.5275 -0.0415 -0.0142 0.0037
H 3.7061 -4.0872 3.2787 0.0117 -0.0010 -0.0054
H 3.8355 -3.3739 0.9007 0.0790 0.0869 0.0787
S -0.2477 1.4119 1.0866 -0.2051 -0.5177 0.1523
C -0.7579 2.8790 0.3151 -0.3109 0.3956 -0.1634
C -1.2438 3.9676 1.0380 0.0861 -0.0955 -0.0351
C -1.6699 5.1116 0.3741 0.1001 -0.0982 -0.3936
C -2.1410 6.2337 1.1212 -0.1445 0.2720 0.2565
N -2.5183 7.1385 1.7219 0.0173 -0.0495 0.0142
C -1.6382 5.1855 -1.0314 0.2463 -0.5906 0.2762
C -1.1569 4.0905 -1.7525 -0.0998 0.1383 -0.0423
C -0.7291 2.9754 -1.0769 0.2948 -0.2797 0.2932
S 0.1460 1.6408 -1.9288 0.5113 2.4426 -1.6271
C -2.0583 6.3533 -1.7263 -0.1711 0.3764 -0.2260
N -2.3884 7.2815 -2.3200 -0.0003 -0.0247 0.0541
H -1.2896 3.9203 2.1175 -0.0262 0.0443 0.0110
H -1.1079 4.1083 -2.8340 -0.0022 0.0070 -0.0085
O 2.5763 0.0736 1.2482 -0.0387 -0.7053 -0.3826
S 2.6118 1.3563 1.9743 0.8021 0.3504 0.9181
C 1.8588 0.9625 3.6302 0.0793 0.4150 -0.1672
C 2.9710 0.8235 4.6622 0.0483 -0.1462 0.0041
C 4.2104 0.3848 3.8909 0.0345 -0.0098 0.1364
C 4.3018 1.3561 2.7307 -0.3733 0.0092 -0.0740
H 1.3393 0.0216 3.4483 -0.0035 0.0037 -0.0893
H 1.1334 1.7387 3.8673 -0.0752 -0.0481 0.0188
H 2.7008 0.1069 5.4405 -0.0280 0.0355 0.0190
H 3.1631 1.7855 5.1445 -0.0064 -0.0083 0.0231
H 4.0594 -0.6242 3.4989 0.0505 -0.0192 0.0039
H 5.1058 0.3852 4.5163 0.0193 -0.0045 -0.0444
H 4.9943 1.0546 1.9479 -0.0510 0.0872 -0.0981
H 4.5223 2.3720 3.0647 0.0425 0.0338 -0.0008
O 2.3152 -1.3844 -4.4042 -0.1184 -0.3966 -0.1983
Cl 2.1611 -0.1823 -3.2945 0.5885 -0.0977 -0.2745
O -0.3886 1.6226 -3.2796 -0.3585 0.1016 0.0848
O 1.5259 2.0731 -1.7534 -0.0552 -0.1491 0.2483
O 1.0787 -0.9372 -0.8187 2.8667 -0.9650 0.3681
```
Forces are in eV/Å.

The multiplicity is 2. As for the HOMO-LUMO gap (alpha / beta): 4.98 / 5.47 eV. Its charge is -1. As for the HOMO energy (alpha / beta): -3.528 / -3.557 eV.

C28H28ClN7O5S4Tc | wB97M-V/def2-TZVPD

```
74
Properties=species:S:1:pos:R:3:forces:R:3
Tc 0.7544 -0.6254 0.3467 0.5848 0.6953 2.9721
N -1.5774 -2.5053 -1.1531 -0.4741 0.0578 -0.1881
C -1.6910 -1.1719 -1.4587 -0.1651 0.1128 -0.1786
C -2.8643 -0.7786 -2.1195 -0.0150 0.1839 -0.0468
C -3.0319 0.5397 -2.4856 0.3327 -0.3117 0.2062
C -2.0062 1.4348 -2.2013 0.0508 -0.0969 0.0338
C -0.8878 0.9718 -1.5465 -0.2877 0.6414 -0.2905
N -0.7259 -0.2970 -1.1556 -0.8753 -0.4785 -0.8481
C -0.5984 -3.2715 -0.5617 0.2395 -0.4285 0.1260
C -0.6974 -4.6544 -0.7715 0.0020 0.1150 0.1215
C 0.1838 -5.5143 -0.1584 0.0998 0.5057 0.1753
C 1.1782 -4.9579 0.6338 -0.0937 0.0858 -0.1946
C 1.2455 -3.5868 0.7429 0.4837 -0.2655 0.4016
N 0.3725 -2.7331 0.1889 -0.5265 -0.0780 -0.6834
H -2.3205 -3.0615 -1.5552 0.1750 0.1129 0.1424
H -3.6205 -1.5193 -2.3389 -0.0324 -0.0247 0.0122
H -3.9316 0.8616 -2.9864 -0.0794 0.0017 -0.0553
H -2.0665 2.4697 -2.4892 0.0373 0.1289 0.0049
H -0.0788 1.6353 -1.2946 0.0964 0.1057 -0.0271
H -1.4685 -5.0394 -1.4193 -0.1577 0.0421 -0.0776
H 0.1082 -6.5811 -0.2956 -0.0405 -0.0941 -0.0375
H 1.8880 -5.5739 1.1576 0.1648 0.0493 0.0805
H 2.0559 -3.1452 1.3055 0.0197 0.1166 0.1433
S 2.1274 -0.4349 2.4328 -0.7343 0.1834 -0.2761
S 2.9714 -2.0606 3.2001 0.2355 -0.1871 -0.4636
S 1.4884 -3.3158 4.1572 1.2084 -0.2568 0.8179
S -0.2942 -2.9754 3.4605 -1.4369 0.1805 -0.7047
O 2.2264 -1.0383 -0.7101 2.8760 0.1835 -0.6495
N 2.6743 -1.8287 -1.6321 0.3331 -1.2594 -1.2157
C 3.9528 -2.1528 -1.6228 -1.9869 1.1337 0.9049
C 4.8438 -1.7287 -0.6112 0.3360 0.5313 0.9389
N 5.4960 -1.3563 0.2583 0.1007 -0.0375 -0.0860
C 4.4704 -2.9944 -2.6216 0.0686 -0.7342 -1.0586
N 4.9352 -3.6849 -3.4141 -0.0488 0.0796 0.0802
C 4.0862 1.5791 -1.6287 -0.1178 -0.0333 0.1211
C 2.8167 2.0398 -2.2720 0.0375 0.2560 0.1487
C 2.3101 1.3520 -3.3664 -0.0721 0.0863 -0.0144
C 1.1872 1.8009 -4.0374 -0.0200 0.1889 0.1510
Cl 0.5583 0.8860 -5.3648 -0.0917 -0.1275 -0.2050
C 0.5622 2.9744 -3.6555 0.0779 -0.1552 -0.0799
C 1.0265 3.6384 -2.5370 0.2337 0.0344 0.2432
C 2.1216 3.1679 -1.8122 -0.3007 -0.0573 -0.5599
O 2.4802 3.9334 -0.7364 0.1423 0.0050 -0.3166
C 2.6601 3.3536 0.5456 -0.0780 -0.2962 0.5017
C 1.5188 2.3988 0.9626 -0.0649 1.7678 1.1255
O 0.8035 2.6816 1.9119 0.3389 -0.0627 -0.0864
O 1.4070 1.3763 0.2185 -0.3973 -2.4147 -1.0665
H 4.6616 0.9654 -2.3189 0.0454 -0.0141 -0.0186
H 3.8628 0.9849 -0.7410 0.0992 0.0126 0.0719
H 4.6907 2.4350 -1.3356 0.1122 -0.0171 0.0412
H 2.8148 0.4640 -3.7166 0.0615 -0.1017 -0.0216
H -0.2847 3.3456 -4.2089 -0.0988 0.0475 -0.0898
H 0.5477 4.5446 -2.1979 -0.0511 0.0970 0.0559
H 2.6754 4.2019 1.2319 -0.0220 -0.2153 -0.0632
H 3.6054 2.8062 0.6227 -0.0613 0.0448 -0.0370
O -0.8214 -0.3116 1.5468 -0.0221 -0.1436 -0.1757
C -1.7838 0.2395 2.1220 -0.8877 0.0979 0.5980
C -2.0691 1.6998 1.8995 0.2424 0.1941 0.2047
C -2.7873 2.4022 3.0506 -0.2034 0.0370 -0.1921
C -4.3008 2.1972 3.0370 0.0997 -0.1102 0.0236
C -4.6725 0.7367 2.7787 0.0118 0.1331 0.2439
C -3.7944 -0.2222 3.5806 -0.5009 0.2665 0.0515
N -2.5226 -0.5063 2.9454 0.6063 -0.0144 -0.5302
H -2.6209 1.8212 0.9631 0.0337 -0.0765 -0.1087
H -1.0806 2.1631 1.7782 -0.2095 -0.2380 -0.1323
H -2.5718 3.4698 2.9935 0.0826 -0.0288 0.0340
H -2.3661 2.0505 3.9919 0.0631 0.0259 0.0824
H -4.7589 2.8274 2.2717 -0.0127 0.0388 0.0047
H -4.7065 2.5106 4.0011 -0.0660 0.0377 -0.0142
H -4.5784 0.5052 1.7161 -0.0606 -0.0947 -0.0391
H -5.7158 0.5769 3.0610 0.0425 -0.0594 -0.0901
H -4.3101 -1.1804 3.6857 0.1757 0.0704 0.0169
H -3.6436 0.1841 4.5865 0.0363 -0.1333 -0.0136
H -2.1192 -1.4189 3.1457 0.3051 -0.0417 0.0547
```
Forces are in eV/Å.

The multiplicity is 4. As for the HOMO-LUMO gap (alpha / beta): 5.01 / 4.09 eV. As for the HOMO energy (alpha / beta): -5.813 / -5.850 eV.

Max |F|, respectively: 5.61, 3.69, 3.11 eV/Å.